This record from OMol25 describes a structure of composition C18H35N2STb in a non-equilibrium geometry. The level of theory is ωB97M-V/def2-TZVPD.

Each line ends with the Löwdin charge.
Atoms and positions in Å:
C (-0.06569, -1.86964, 1.74219)  -0.350
H (0.65656, -1.27396, 2.30570)  0.029
H (-1.09030, -1.97649, 2.12900)  0.046
H (0.02987, 0.85890, 1.16993)  0.003
C (0.50248, -3.11235, 1.09120)  -0.399
H (0.03143, -3.39391, 0.10312)  0.073
H (1.57731, -2.99516, 0.85753)  0.104
C (0.27878, -4.26366, 2.09373)  -0.080
H (0.66915, -5.21090, 1.71377)  0.084
H (0.78993, -4.00246, 3.02601)  0.091
H (-0.79143, -4.36531, 2.30953)  0.084
C (-1.93548, 0.08024, -2.03915)  -0.324
C (-2.10016, -1.36033, -1.98335)  -0.351
C (-2.70887, -1.67155, -0.69711)  -0.327
C (-2.90727, -0.41672, -0.00458)  -0.287
C (-2.45339, 0.63274, -0.83557)  -0.295
C (-2.67652, 2.09926, -0.58963)  -0.009
C (-3.60629, -0.28347, 1.32222)  -0.010
C (-2.90121, -3.02896, -0.10576)  -0.025
C (-1.42728, -2.33930, -2.89034)  -0.037
C (-1.31044, 0.82891, -3.17393)  -0.015
Tb (-0.41147, -1.04051, -0.36538)  1.421
H (-3.36778, 0.65514, 1.81553)  0.077
H (-4.68987, -0.31684, 1.19098)  0.106
H (-3.34708, -1.08595, 2.01232)  0.075
H (-2.81872, 2.32267, 0.46918)  0.081
H (-1.85281, 2.72005, -0.94303)  0.052
H (-3.57544, 2.45667, -1.10993)  0.113
H (-0.50990, 0.26644, -3.66248)  0.081
H (-2.07444, 1.02944, -3.92893)  0.110
H (-0.88827, 1.79040, -2.87536)  0.066
H (-1.24566, -3.32138, -2.43285)  0.084
H (-2.10973, -2.49023, -3.72734)  0.115
H (-0.46409, -2.01042, -3.31863)  0.087
H (-2.77139, -3.06819, 0.98208)  0.081
H (-3.92512, -3.33538, -0.31764)  0.110
H (-2.23597, -3.78217, -0.53319)  0.078
C (3.44696, -0.19509, 1.20306)  -0.022
N (3.48038, 1.26809, 0.86351)  -0.145
C (4.73974, 1.93129, 1.11291)  -0.020
C (2.36224, 1.90128, 0.42368)  -0.483
S (0.97410, 0.94676, 0.20352)  0.911
N (2.15533, 3.18191, 0.03906)  -0.147
C (3.08422, 4.28586, -0.01524)  -0.010
C (0.78077, 3.57478, -0.39927)  -0.065
H (4.42459, -0.47344, 1.56883)  0.096
H (3.22358, -0.82681, 0.32892)  0.093
H (2.71145, -0.42741, 1.98695)  0.088
H (5.16059, 2.30987, 0.15151)  0.122
H (4.57799, 2.77309, 1.82603)  0.124
H (5.44241, 1.20186, 1.55628)  0.112
H (3.07560, 4.71140, -1.04526)  0.131
H (2.72592, 5.07433, 0.68433)  0.132
H (4.09973, 3.95738, 0.25609)  0.070
H (0.44859, 3.05409, -1.31102)  0.078
H (0.02610, 3.40102, 0.38402)  0.093
H (0.78625, 4.62410, -0.61773)  0.101

Output
LUMO (spin up / spin down) = -0.2747 / -0.2740 Ha
Kohn-Sham gap (spin up / spin down) = 5.98 / 6.04 eV
Charge = +2
⟨S²⟩ = 12.78
Multiplicity = 7


This record from OMol25 describes a cluster of 3 separate species, C18H35NO6Si in total. The level of theory is ωB97M-V/def2-TZVPD.

Each line ends with the Löwdin charge.
Atoms and positions in Å:
C (1.56088, -3.40024, -0.23863)  0.017
C (2.35793, -2.20482, -0.68758)  -0.485
O (3.53775, -2.07622, -0.46244)  0.105
N (1.61624, -1.25006, -1.46682)  -0.056
C (1.58274, -1.74513, -2.85746)  -0.026
C (2.12228, 0.09923, -1.33820)  -0.181
C (2.48480, 0.55189, 0.06318)  -0.427
O (2.46428, -0.02854, 1.10726)  0.154
O (2.72274, 1.89125, -0.01706)  0.030
C (1.96660, 2.41258, -1.12772)  -0.110
C (1.10023, 1.23824, -1.60893)  -0.240
C (0.55136, 1.43455, -3.00950)  -0.117
C (-0.73324, 0.64117, -3.37140)  -0.247
O (-1.23418, -0.14217, -2.30946)  -0.228
Si (-2.51409, 0.38952, -1.38023)  0.402
C (-2.40581, 2.24584, -1.13278)  -0.150
C (-2.30104, -0.44485, 0.26579)  -0.142
C (-4.15384, -0.03398, -2.16880)  -0.149
H (1.61059, -3.46504, 0.84807)  0.094
H (2.00341, -4.29703, -0.68162)  0.090
H (0.52394, -3.32299, -0.56631)  0.078
H (0.68430, -2.34371, -3.02114)  0.094
H (1.60074, -0.90507, -3.54831)  0.075
H (2.45718, -2.36717, -3.08592)  0.101
H (2.96770, 0.33372, -2.00833)  0.175
H (1.37385, 3.26105, -0.77915)  0.134
H (2.65946, 2.73165, -1.91537)  0.135
H (0.32267, 1.10185, -0.85122)  0.130
H (1.32458, 1.22587, -3.75462)  0.115
H (0.32178, 2.50373, -3.11206)  0.118
H (-0.50333, -0.04143, -4.19692)  0.111
H (-1.48784, 1.33771, -3.75568)  0.107
H (-3.18925, 2.57340, -0.44406)  0.038
H (-2.54589, 2.79832, -2.06827)  0.035
H (-1.43987, 2.55013, -0.71880)  0.026
H (-1.27489, -0.26052, 0.60705)  0.031
H (-2.39596, -1.52984, 0.15886)  0.040
H (-3.01321, -0.07514, 1.00380)  0.017
H (-4.89916, 0.73134, -1.93829)  0.033
H (-4.50411, -0.99629, -1.78340)  0.033
H (-4.06973, -0.13303, -3.25592)  0.031
C (-7.05041, -1.48287, 3.24167)  -0.024
C (-6.00757, -0.51610, 2.73528)  -0.501
C (-5.64644, 0.62993, 3.64956)  -0.022
O (-5.48694, -0.65358, 1.65385)  0.062
H (-7.22188, -2.25813, 2.49935)  0.081
H (-6.71528, -1.93973, 4.17418)  0.085
H (-7.98486, -0.95534, 3.43976)  0.085
H (-5.26222, 0.24664, 4.59613)  0.086
H (-6.53112, 1.23232, 3.86215)  0.085
H (-4.88966, 1.25170, 3.17766)  0.078
C (5.29444, -0.39129, 2.79214)  -0.019
C (6.37338, 0.48042, 3.37955)  -0.504
C (7.40571, 1.01345, 2.41164)  -0.028
O (6.41907, 0.74837, 4.55757)  0.063
H (4.61182, -0.70985, 3.57566)  0.086
H (4.73434, 0.15841, 2.03703)  0.064
H (5.73783, -1.26817, 2.31697)  0.090
H (6.91820, 1.61190, 1.64020)  0.081
H (7.92142, 0.18556, 1.92231)  0.082
H (8.12761, 1.62661, 2.94573)  0.078

Output
LUMO = 0.0217 Ha
Kohn-Sham gap = 9.63 eV
SMILES = CC(=O)N(C)[C@@H]1C(=O)OC[C@H]1CCO[Si](C)(C)C.CC(C)=O.CC(C)=O
Charge = 0